Entry from the OMol25 dataset: a structure of composition C17H29Br2N4O3 (wB97M-V/def2-TZVPD).

Molecular weight (g/mol): 497.25
E (eV): -170268.0982
HOMO level (eV): -1.809
LUMO (eV): 0.25
Net charge: -1

Atoms and positions in Å:
C -2.952 0.001 2.910
C -1.624 0.583 2.109
Br -1.437 2.548 2.441
C -1.682 0.187 0.485
Br -1.636 1.911 -0.510
N -0.537 -0.758 0.249
C -0.949 -2.211 0.205
C 0.004 -3.212 1.113
C -0.674 -4.670 1.553
C 0.197 -5.775 2.420
C 1.735 -5.389 2.859
C 2.416 -3.951 2.448
C 1.544 -2.861 1.580
C 0.374 -0.358 -0.883
N -0.087 -0.592 -2.185
N 1.770 0.195 -0.761
C 2.054 0.865 0.555
N 1.881 2.365 0.588
C 2.228 0.976 -1.963
C 3.024 -0.097 -2.970
C 4.117 0.812 -3.808
O 4.505 0.212 -5.102
H -3.221 -1.086 2.517
H -3.850 0.738 2.640
H -2.819 0.035 4.085
H -0.688 0.017 2.577
H -2.756 -0.281 0.330
H -2.046 -2.318 0.663
H -1.006 -2.684 -0.864
H -1.785 -4.958 1.228
H -0.257 -6.825 2.719
H 2.383 -6.138 3.488
H 3.516 -3.657 2.725
H 2.012 -1.830 1.284
H -0.556 0.156 -2.769
H 0.091 -1.564 -2.566
H 3.206 0.661 0.795
H 1.467 0.431 1.481
H 2.783 2.878 0.480
H 1.153 2.715 -0.070
H 1.380 1.574 -2.525
H 3.059 1.792 -1.700
H 2.293 -0.719 -3.639
H 3.673 -0.781 -2.239
H 3.598 1.857 -4.027
H 5.080 1.074 -3.159
H 4.185 -0.747 -5.040
O -3.438 6.340 -0.013
C -3.841 5.102 0.306
C -4.951 4.618 -0.743
O -5.362 3.385 -0.417
H -4.294 4.963 1.304
H -3.072 4.310 0.309
H -4.492 4.747 -1.739
H -5.716 5.415 -0.755

---

Entry from the OMol25 dataset: the molecule C24H30N2O4 (wB97M-V/def2-TZVPD).

Molecular weight (g/mol): 410.51
E (eV): -36546.0715
HOMO level (eV): -8.309
LUMO (eV): 0.58
Net charge: 0

Atoms and positions in Å:
C 1.272 1.894 -4.181
O 0.743 0.770 -3.521
C 0.707 0.771 -2.152
C 1.150 1.826 -1.362
C 1.074 1.764 0.016
C 0.543 0.648 0.650
C 0.467 0.679 2.139
O 1.127 1.464 2.795
N -0.367 -0.228 2.710
C -0.850 -0.029 4.054
C -2.197 0.724 4.045
C -2.048 1.966 3.214
C -1.519 3.129 3.759
C -1.252 4.223 2.961
C -1.498 4.186 1.593
C -1.181 5.372 0.733
C -2.046 3.033 1.053
C -2.318 1.938 1.853
C 0.106 -0.413 -0.132
C 0.190 -0.375 -1.517
O -0.312 -1.470 -2.161
C 0.360 -2.029 -3.282
C -0.333 -3.371 -3.535
C -0.256 -4.244 -2.274
N 0.945 -3.954 -1.510
C 0.835 -3.683 -0.188
C 2.091 -3.222 0.523
O -0.215 -3.834 0.412
C 2.077 -3.628 -2.342
C 1.858 -2.264 -3.018
H 1.202 1.667 -5.244
H 0.692 2.797 -3.966
H 2.321 2.061 -3.915
H 1.552 2.715 -1.821
H 1.418 2.586 0.623
H -0.955 -0.784 2.108
H -0.956 -0.997 4.551
H -0.096 0.569 4.571
H -2.969 0.077 3.622
H -2.471 0.969 5.072
H -1.297 3.168 4.816
H -0.828 5.115 3.400
H -1.895 6.175 0.918
H -0.186 5.753 0.960
H -1.226 5.110 -0.321
H -2.246 2.979 -0.008
H -2.737 1.047 1.405
H -0.291 -1.321 0.294
H 0.240 -1.370 -4.151
H 0.153 -3.856 -4.382
H -1.378 -3.200 -3.789
H -1.102 -4.043 -1.614
H -0.269 -5.306 -2.547
H 2.443 -2.278 0.114
H 1.850 -3.078 1.573
H 2.878 -3.969 0.442
H 2.999 -3.627 -1.762
H 2.159 -4.411 -3.102
H 2.407 -2.223 -3.959
H 2.229 -1.462 -2.377

---

Entry from the OMol25 dataset: a cluster of 2 separate species, C3H8O2S2 in total (wB97M-V/def2-TZVPD).

Molecular weight (g/mol): 140.23
E (eV): -29005.3547
HOMO level (eV): -8.839
LUMO (eV): 0.20
Net charge: 0

Atoms and positions in Å:
O -1.140 -1.242 0.769
C -0.440 -1.816 -0.020
C 0.328 -1.112 -1.148
C -0.553 0.108 -1.548
S -2.148 -0.498 -2.173
S -1.548 -1.287 -4.094
H -0.145 -2.855 0.226
H 1.279 -0.761 -0.742
H 0.437 -1.737 -2.038
H -0.677 0.693 -0.640
H -0.096 0.682 -2.344
H -0.842 -0.245 -4.505
O 2.061 3.705 6.206
H 2.151 3.141 5.446
H 1.334 3.224 6.605

---

Entry from the OMol25 dataset: a structure of composition C6H9LaO4 (wB97M-V/def2-TZVPD).

Molecular weight (g/mol): 284.04
E (eV): -15395.7969
HOMO level (eV): -17.104
LUMO (eV): -10.16
Net charge: +2

Atoms and positions in Å:
O -0.676 -1.452 -1.641
La 0.082 -1.707 0.814
O -0.723 -3.265 -0.477
C -1.040 -2.808 -1.624
O -1.525 -3.335 -2.596
C -0.850 -0.650 -2.819
C -0.255 0.711 -2.553
H -0.346 -1.157 -3.652
H -1.925 -0.591 -3.035
H 0.801 0.631 -2.260
H -0.313 1.314 -3.468
H -0.812 1.233 -1.763
C 0.645 1.602 3.438
C 0.926 0.288 3.723
H -0.360 2.032 3.521
H -0.047 0.628 4.387
H 1.846 0.109 4.290
O 0.828 1.998 1.154
C 1.319 2.211 2.250
H 2.426 2.208 2.312

---

Entry from the OMol25 dataset: the molecule C30H62 (wB97M-V/def2-TZVPD).

Molecular weight (g/mol): 422.83
E (eV): -32117.9950
HOMO level (eV): -10.359
LUMO (eV): 0.73
Net charge: 0

Atoms and positions in Å:
C -2.343 -1.621 -5.243
H -1.625 -2.390 -5.521
H -1.931 -1.061 -4.408
H -2.463 -0.945 -6.087
C -3.683 -2.255 -4.877
C -4.168 -3.139 -6.025
H -5.105 -3.626 -5.768
H -3.433 -3.908 -6.253
H -4.327 -2.541 -6.920
C -4.743 -1.197 -4.550
C -4.448 -0.398 -3.283
H -4.281 -1.092 -2.457
C -5.591 0.557 -2.942
H -5.749 1.220 -3.796
H -6.513 -0.011 -2.793
C -5.317 1.411 -1.696
C -6.238 2.631 -1.691
H -7.280 2.317 -1.712
H -6.052 3.256 -2.562
H -6.079 3.235 -0.802
C -5.495 0.595 -0.409
C -4.739 1.187 0.779
H -5.059 2.216 0.942
H -3.675 1.199 0.539
C -4.974 0.372 2.049
H -6.038 0.413 2.298
H -4.736 -0.674 1.847
C -4.181 0.833 3.281
C -4.617 2.228 3.730
H -4.316 2.979 3.004
H -5.697 2.273 3.848
H -4.158 2.480 4.685
H -4.419 0.131 4.090
C -2.661 0.809 3.078
C -2.100 -0.575 2.761
C -0.582 -0.547 2.592
C -0.020 -1.943 2.334
H -0.169 -2.562 3.221
H -0.589 -2.399 1.519
C 1.465 -1.959 1.951
C 1.873 -3.383 1.570
H 1.771 -4.048 2.425
H 1.246 -3.762 0.766
H 2.908 -3.408 1.235
C 2.368 -1.424 3.077
C 2.845 0.014 2.862
H 3.291 0.380 3.791
C 3.886 0.119 1.748
H 4.692 -0.582 1.975
C 4.481 1.522 1.586
C 3.416 2.528 1.150
H 3.861 3.509 0.996
H 2.956 2.211 0.215
H 2.637 2.628 1.901
H 4.884 1.844 2.553
C 5.623 1.518 0.560
C 6.872 0.771 1.026
C 8.079 0.998 0.113
H 8.941 0.481 0.544
H 8.311 2.066 0.101
C 7.905 0.525 -1.335
C 7.631 -0.974 -1.417
H 7.596 -1.295 -2.456
H 8.418 -1.531 -0.913
H 6.679 -1.226 -0.956
C 9.161 0.868 -2.136
H 9.360 1.937 -2.101
H 10.024 0.345 -1.729
H 9.043 0.575 -3.177
H 7.061 1.060 -1.782
H 7.135 1.121 2.028
H 6.669 -0.297 1.097
H 5.903 2.554 0.351
H 5.254 1.081 -0.369
H 3.443 -0.185 0.797
H 1.988 0.646 2.634
H 1.830 -1.484 4.026
H 3.248 -2.064 3.170
H 1.587 -1.325 1.067
H -0.331 0.105 1.751
H -0.128 -0.124 3.490
H -2.546 -0.955 1.841
H -2.362 -1.265 3.568
H -2.386 1.503 2.282
H -2.191 1.172 3.996
H -5.135 -0.423 -0.570
H -6.559 0.530 -0.171
H -4.280 1.762 -1.745
H -3.535 0.184 -3.417
H -5.707 -1.699 -4.426
H -4.838 -0.513 -5.396
H -3.539 -2.885 -3.992

---

Entry from the OMol25 dataset: a cluster of 9 separate species, C54H135N9 in total (wB97M-V/def2-TZVPD).

Molecular weight (g/mol): 910.74
E (eV): -71589.5975
HOMO level (eV): -7.903
LUMO (eV): 0.22
Net charge: 0

Atoms and positions in Å:
C -0.657 -4.988 1.249
C -1.168 -5.144 -0.138
N -2.290 -6.084 -0.169
C -2.465 -6.717 -1.479
C -2.250 -8.262 -1.421
C -3.438 -5.320 0.181
C -4.507 -6.211 0.873
H -1.316 -4.621 2.036
H 0.207 -4.326 1.180
H -0.235 -5.893 1.687
H -1.362 -4.130 -0.488
H -0.356 -5.592 -0.711
H -3.465 -6.640 -1.905
H -1.768 -6.270 -2.189
H -1.747 -8.521 -2.353
H -1.590 -8.631 -0.636
H -3.142 -8.881 -1.321
H -3.861 -4.812 -0.685
H -3.168 -4.499 0.845
H -5.530 -5.837 0.928
H -4.115 -6.382 1.875
H -4.575 -7.202 0.424
C 4.342 5.362 8.256
C 3.651 6.118 7.153
N 2.288 6.494 7.410
C 1.668 7.141 6.245
C 1.238 6.051 5.225
C 1.476 5.499 8.170
C 0.100 6.077 8.511
H 4.347 5.961 9.167
H 5.381 5.434 7.934
H 3.977 4.350 8.436
H 4.293 6.980 6.975
H 3.749 5.527 6.242
H 0.786 7.757 6.420
H 2.381 7.814 5.769
H 0.675 6.513 4.414
H 2.041 5.583 4.656
H 0.649 5.235 5.645
H 1.927 5.268 9.135
H 1.475 4.578 7.586
H -0.426 6.588 7.704
H 0.272 6.838 9.271
H -0.503 5.253 8.893
C 3.591 -0.373 -1.887
C 4.148 0.460 -0.678
N 3.811 1.817 -0.666
C 4.664 2.593 0.108
C 4.343 4.003 -0.344
C 2.363 2.102 -0.643
C 1.622 1.614 0.628
H 2.600 -0.820 -1.803
H 4.218 -1.237 -2.107
H 3.495 0.157 -2.834
H 3.875 -0.012 0.265
H 5.221 0.268 -0.678
H 4.432 2.483 1.168
H 5.718 2.313 0.121
H 3.921 4.243 -1.320
H 3.760 4.520 0.419
H 5.344 4.430 -0.273
H 1.892 1.552 -1.457
H 2.100 3.158 -0.709
H 1.715 0.530 0.562
H 0.548 1.788 0.698
H 2.099 1.927 1.557
C -0.857 8.581 -0.996
C -1.837 9.751 -0.768
N -2.553 9.823 0.452
C -3.415 11.000 0.742
C -2.629 12.349 0.872
C -3.356 8.660 0.738
C -4.428 8.388 -0.329
H -1.462 7.676 -1.041
H -0.089 8.519 -0.225
H -0.437 8.658 -1.999
H -1.363 10.693 -1.044
H -2.569 9.784 -1.575
H -3.900 10.794 1.696
H -4.188 11.011 -0.026
H -1.950 12.413 0.022
H -2.108 12.419 1.827
H -3.425 13.092 0.817
H -2.649 7.830 0.744
H -3.806 8.723 1.729
H -4.040 8.170 -1.324
H -4.922 7.452 -0.070
H -5.108 9.237 -0.401
C -4.917 -0.190 5.338
C -3.438 -0.230 5.662
N -3.085 -0.514 7.056
C -1.688 -0.833 7.220
C -1.335 -1.475 8.606
C -3.199 0.680 7.882
C -4.630 1.051 8.298
H -5.416 0.626 5.861
H -5.491 -1.002 5.784
H -5.146 -0.091 4.277
H -2.907 -1.027 5.141
H -3.032 0.702 5.271
H -1.441 -1.609 6.495
H -1.026 -0.023 6.915
H -2.059 -2.237 8.894
H -0.313 -1.850 8.552
H -1.321 -0.855 9.502
H -2.544 1.469 7.511
H -2.757 0.401 8.838
H -5.235 0.212 8.641
H -5.157 1.729 7.626
H -4.633 1.789 9.101
C -10.141 -2.212 -0.815
C -9.271 -1.454 -1.903
N -8.643 -0.220 -1.446
C -7.650 0.235 -2.392
C -6.842 1.518 -1.965
C -9.579 0.824 -1.004
C -10.505 1.459 -2.086
H -9.708 -2.127 0.182
H -10.326 -3.247 -1.103
H -11.129 -1.756 -0.881
H -8.448 -2.168 -1.910
H -9.894 -1.315 -2.786
H -6.816 -0.466 -2.420
H -8.142 0.421 -3.346
H -6.214 1.779 -2.818
H -7.404 2.428 -1.755
H -6.270 1.393 -1.046
H -8.997 1.624 -0.548
H -10.242 0.268 -0.340
H -9.971 1.993 -2.873
H -11.267 2.184 -1.801
H -11.020 0.723 -2.702
C 4.444 -0.243 5.734
C 5.967 -0.663 5.696
N 6.107 -1.965 6.440
C 5.387 -3.106 5.956
C 5.855 -3.545 4.490
C 7.488 -2.306 6.688
C 8.075 -1.435 7.786
H 4.001 -0.394 6.718
H 3.817 -0.863 5.092
H 4.383 0.815 5.480
H 6.422 -0.721 4.707
H 6.467 0.120 6.267
H 5.519 -3.974 6.601
H 4.303 -3.060 6.069
H 5.440 -4.534 4.300
H 5.424 -2.848 3.771
H 6.937 -3.610 4.378
H 8.165 -2.122 5.854
H 7.584 -3.367 6.917
H 7.443 -1.355 8.670
H 8.169 -0.435 7.362
H 9.061 -1.734 8.142
C 9.407 -6.747 -9.684
C 8.195 -6.530 -10.686
N 7.681 -5.116 -10.613
C 6.987 -4.845 -9.366
C 6.657 -3.371 -9.279
C 6.877 -4.815 -11.804
C 7.772 -4.626 -13.045
H 8.971 -6.971 -8.711
H 9.954 -5.804 -9.693
H 10.070 -7.507 -10.099
H 8.700 -6.738 -11.629
H 7.475 -7.342 -10.594
H 7.588 -4.995 -8.469
H 6.102 -5.460 -9.205
H 5.791 -3.021 -9.840
H 7.589 -2.832 -9.445
H 6.422 -3.303 -8.216
H 6.270 -5.693 -12.027
H 6.266 -3.915 -11.730
H 8.592 -3.917 -12.938
H 8.312 -5.542 -13.286
H 7.172 -4.370 -13.918
C -1.076 -2.457 -6.281
C -2.228 -2.765 -7.303
N -2.074 -4.192 -7.689
C -3.263 -4.814 -8.279
C -4.223 -5.255 -7.118
C -0.863 -4.429 -8.502
C -0.174 -5.796 -8.150
H -1.169 -1.435 -5.913
H -0.060 -2.346 -6.659
H -1.051 -3.209 -5.492
H -3.148 -2.643 -6.732
H -2.232 -2.074 -8.146
H -3.828 -4.147 -8.930
H -3.122 -5.765 -8.793
H -4.735 -4.370 -6.739
H -5.138 -5.798 -7.351
H -3.849 -5.780 -6.239
H -0.109 -3.642 -8.524
H -1.153 -4.423 -9.552
H -0.864 -6.640 -8.132
H 0.269 -5.864 -7.157
H 0.652 -5.957 -8.843